Record 1
This record from the Open Molecules 2025 dataset describes C4H10NOP in the gas phase. The level of theory is wB97M-V/def2-TZVPD.

## Properties
Structure (SMILES): CC(=O)[C@H](C)NP
HOMO level (eV): -8.483
HOMO-LUMO gap (eV): 9.264
Charge: 0

Atoms and positions in Å:
1 C 1.65844 0.66481 -1.49613
2 C 0.48109 0.88282 -0.54944
3 O -0.19848 1.82935 -0.29242
4 C 0.18300 -0.47327 0.50626
5 C -0.03055 -1.75015 -0.30822
6 N -1.08569 -0.16919 1.21730
7 P -1.24047 1.43967 1.93597
8 H 1.72967 1.34227 -2.36836
9 H 2.55849 0.90678 -0.80943
10 H 1.64039 -0.35990 -1.88648
11 H 0.83488 -0.52111 1.34261
12 H -1.06007 -1.71926 -0.74387
13 H 0.67391 -1.78474 -1.14876
14 H 0.03560 -2.74768 0.22147
15 H -1.82150 -0.41826 0.53502
16 H -2.01897 1.87076 0.95739
17 H -2.33975 1.00710 2.88707

Forces on atoms 1 to 6 (eV/Å):
C 0.50 1.29 0.51
C 0.51 -3.08 1.92
O 0.70 0.59 -1.44
C -2.26 1.67 -1.01
C -0.12 -0.78 -0.17
N 0.27 -0.37 -1.15

Record 2
This record from the Open Molecules 2025 dataset describes a molecular structure, C4H10NOP. The level of theory is wB97M-V/def2-TZVPD.

## Properties
HOMO level (alpha / beta) (eV): -7.097 / -7.097
HOMO-LUMO gap (alpha / beta) (eV): 7.353 / 7.355
Charge: 0

Atoms and positions in Å:
1 C 0.70290 0.57802 -0.20177
2 C 1.50649 -0.28130 -1.15726
3 C 0.73569 2.07192 -0.26328
4 C -2.40889 -1.11216 0.64348
5 N 0.14535 0.01837 0.79179
6 O 0.40785 -2.64933 0.54800
7 P -0.15008 -1.66910 1.43455
8 H 1.92535 -1.16531 -0.80521
9 H 2.42696 0.15827 -1.54375
10 H 0.90281 -0.42347 -2.02660
11 H 0.93424 2.36620 -1.23280
12 H 1.50779 2.33113 0.40428
13 H -0.30407 2.56845 -0.08889
14 H -2.90430 -0.72314 1.54007
15 H -2.38525 -0.39661 -0.11398
16 H -2.73620 -2.16531 0.52102
17 H -0.30662 0.49336 1.55034

Forces on atoms 1 to 6 (eV/Å):
C 1.11 -0.22 0.35
C 0.08 2.02 -0.60
C -3.18 -0.49 0.29
C 1.81 -2.19 3.25
N -0.15 -1.01 0.02
O 1.44 -2.25 -2.27

Record 3
This record from the Open Molecules 2025 dataset describes 2 unconnected molecules or ions with the total composition C4H10NOP. The level of theory is wB97M-V/def2-TZVPD.

## Properties
Structure (SMILES): CN(C)C=O.C=P
HOMO level (eV): -9.419
HOMO-LUMO gap (eV): 9.502
Charge: 0

Atoms and positions in Å:
1 C -2.57245 0.12868 -0.78877
2 N -1.48968 0.17005 0.23620
3 C -0.58501 1.28803 0.13684
4 C -1.12940 -1.06535 0.67824
5 O -1.61480 -2.08228 0.25109
6 H -2.70798 1.05133 -1.33096
7 H -2.34395 -0.62900 -1.54959
8 H -3.47316 -0.14336 -0.26301
9 H -0.01898 1.45895 0.99952
10 H 0.15152 1.38225 -0.68317
11 H -1.11471 2.18390 0.09686
12 H -0.15054 -1.04577 1.29588
13 C 3.32047 0.04258 0.12145
14 P 2.91109 -1.54416 -0.10018
15 H 2.78299 0.87980 -0.26035
16 H 4.25085 0.18045 0.64843
17 H 3.78372 -2.25610 0.51152

Forces on atoms 1 to 6 (eV/Å):
C 0.72 -0.64 0.28
N -0.78 0.46 -1.43
C 0.72 -0.26 -0.41
C 2.65 0.47 -0.50
O -0.53 -0.51 0.71
H 0.17 0.57 0.36

Record 4
This record from the Open Molecules 2025 dataset describes C4H10NOP in the gas phase. The level of theory is wB97M-V/def2-TZVPD.

## Properties
Structure (SMILES): [H]/N=C(\C)OP(C)C
HOMO level (eV): -9.025
HOMO-LUMO gap (eV): 10.009
Charge: 0

Atoms and positions in Å:
1 H -3.49771 0.40280 1.14962
2 N -2.51392 0.00365 1.09095
3 C -1.50845 0.66699 0.71530
4 C -1.53659 2.14624 0.41679
5 O -0.31975 0.16855 0.34519
6 P 0.50864 -1.45774 0.39049
7 C 0.66414 -1.63582 -1.46915
8 C 2.30793 -0.85760 0.56448
9 H -0.49572 2.27104 -0.07471
10 H -2.37700 2.31353 -0.20612
11 H -1.57097 2.93695 1.13609
12 H 1.35839 -2.53472 -1.77936
13 H 1.23598 -0.79278 -1.80111
14 H -0.20444 -1.66887 -2.06889
15 H 2.23415 0.23394 0.17950
16 H 2.97333 -1.37400 -0.14181
17 H 2.74198 -0.82215 1.55274

Forces on atoms 1 to 6 (eV/Å):
H 2.39 0.09 0.05
N -0.94 -1.20 -0.11
C -1.88 0.64 0.57
C 3.20 -0.17 -1.29
O 1.91 -1.60 0.15
P -0.51 1.03 -0.42

Record 5
This record from the Open Molecules 2025 dataset describes C4H10NOP in the gas phase. The level of theory is wB97M-V/def2-TZVPD.

## Properties
Structure (SMILES): CPC(=O)N(C)C
HOMO level (eV): -8.976
HOMO-LUMO gap (eV): 9.785
Charge: 0

Atoms and positions in Å:
1 C -3.08707 -0.50878 -0.21838
2 P -1.60392 0.70017 -0.02145
3 C -0.32851 -0.44970 -0.44322
4 O -0.71267 -1.78214 -0.69865
5 N 0.93137 -0.10663 -0.37886
6 C 1.95196 -1.20047 -0.44967
7 C 1.42722 1.08424 0.21112
8 H -3.84633 -0.38000 0.63737
9 H -2.50745 -1.42854 -0.41499
10 H -3.56240 -0.27776 -1.11604
11 H -1.10480 0.55560 1.34446
12 H 1.32188 -2.08532 -0.45294
13 H 2.53148 -1.05495 -1.27053
14 H 2.57421 -1.25362 0.42405
15 H 0.61180 1.87765 0.06288
16 H 1.42682 0.96969 1.33083
17 H 2.44164 1.26236 -0.04880

Forces on atoms 1 to 6 (eV/Å):
C 1.12 0.79 2.45
P -1.79 0.66 0.67
C -1.85 -7.52 -1.32
O 2.43 6.19 0.72
N 2.34 -1.75 -0.11
C -3.00 -0.15 1.93

Record 6
This record from the Open Molecules 2025 dataset describes a molecular structure, C4H10NOS. The level of theory is wB97M-V/def2-TZVPD.

## Properties
HOMO level (eV): -3.223
HOMO-LUMO gap (eV): 7.099
Charge: -1

Atoms and positions in Å:
1 C -0.70589 0.17170 -0.68217
2 N 0.26186 -0.92979 -0.64943
3 C -0.49213 -2.32400 0.35616
4 O -1.10734 -3.40297 0.21126
5 C 0.05713 1.47690 -0.85316
6 C 0.43573 1.91451 0.79156
7 S 1.66999 1.11490 1.69258
8 H -1.35472 -0.03834 -1.56534
9 H -1.50608 0.05865 0.09134
10 H 1.03157 -1.56371 -0.92566
11 H 0.64503 -2.61438 0.53659
12 H -0.60728 -1.60777 1.29583
13 H -0.42431 2.25103 -1.46746
14 H 1.03761 1.18593 -1.17418
15 H -0.52097 1.67999 1.30373
16 H 0.62512 3.01911 0.85180
17 H 0.95466 -0.39176 0.18657

Forces on atoms 1 to 6 (eV/Å):
C -1.26 -0.60 -4.38
N 1.31 0.62 5.07
C 5.06 -1.25 5.23
O -1.88 1.33 -1.80
C 0.50 0.24 3.87
C -2.67 1.83 -2.08

Record 7
This record from the Open Molecules 2025 dataset describes 2 unconnected molecules or ions with the total composition C4H10NOS. The level of theory is wB97M-V/def2-TZVPD.

## Properties
HOMO level (eV): -12.913
HOMO-LUMO gap (eV): 7.017
Charge: +1

Atoms and positions in Å:
1 C -1.37707 -1.28896 -1.67232
2 C 3.47414 0.57917 -0.39924
3 C -2.04048 1.29156 1.23353
4 C -1.50687 -0.05320 -0.80890
5 N 2.27188 -0.10116 -0.93301
6 O 1.27660 0.58737 -1.16185
7 S -2.31110 -0.38389 0.59470
8 H -2.00919 -1.08002 -2.58761
9 H -0.24419 -1.24901 -1.74741
10 H -1.76377 -2.13025 -1.15833
11 H 3.33674 0.75518 0.64790
12 H 3.73380 1.56287 -0.86870
13 H 4.29999 -0.06986 -0.51237
14 H -1.05378 1.26058 1.68244
15 H -2.68608 1.49734 2.07408
16 H -1.93400 2.09564 0.38954
17 H -1.40272 0.89749 -1.15184

Forces on atoms 1 to 6 (eV/Å):
C 0.93 3.03 -0.44
C -0.49 1.56 -1.12
C 0.76 1.30 -0.24
C -2.85 -5.65 0.63
N -1.52 0.74 -0.24
O 2.22 -0.69 0.70

Record 8
This record from the Open Molecules 2025 dataset describes C4H10NP in the gas phase. The level of theory is wB97M-V/def2-TZVPD.

## Properties
2S+1: 3
HOMO level (alpha / beta) (eV): -5.041 / -9.360
HOMO-LUMO gap (alpha / beta) (eV): 5.974 / 8.333
Charge: 0

Atoms and positions in Å:
1 C 0.71022 -0.60627 -0.09604
2 C 0.33180 -2.00413 -0.27110
3 C 0.23127 1.71845 -0.11029
4 C -1.57661 0.16407 0.35700
5 N -0.20526 0.36221 0.09222
6 P 2.66393 -0.17616 0.12636
7 H 0.86198 -2.74370 0.38971
8 H -0.72359 -2.04154 -0.26023
9 H 0.69874 -2.30244 -1.30378
10 H 0.68460 1.92025 -1.03273
11 H -0.72237 2.35310 -0.12352
12 H 0.71141 2.07488 0.75147
13 H -2.11835 -0.13425 -0.49345
14 H -1.65218 -0.69600 1.00016
15 H -2.18370 0.98497 0.81844
16 H 2.28814 1.12657 0.15580

Forces on atoms 1 to 6 (eV/Å):
C 3.01 -0.39 0.10
C 2.08 -0.82 -1.21
C -4.30 1.16 0.47
C -0.99 -0.52 1.45
N 0.55 2.18 0.12
P -1.89 -1.71 -0.05

Record 9
This record from the Open Molecules 2025 dataset describes a gas-phase ion, C4H10NS (charge +1). The level of theory is wB97M-V/def2-TZVPD.

## Properties
Structure (SMILES): CC1(C)[NH2+]CS1
HOMO level (eV): -13.813
HOMO-LUMO gap (eV): 10.164
Charge: +1

Atoms and positions in Å:
1 C -1.20765 0.88095 -0.36329
2 C 0.16170 0.25157 -0.29998
3 C 0.90579 0.04918 -1.55587
4 N 0.08725 -1.04530 0.49000
5 C 0.38329 -0.32825 1.82100
6 S 1.27657 1.09094 0.97704
7 H -1.58789 0.89866 0.69426
8 H -1.98804 0.34861 -1.02283
9 H -1.30279 1.98747 -0.78640
10 H 1.89459 -0.22159 -1.51014
11 H 0.73550 1.16396 -1.92747
12 H 0.25285 -0.67467 -2.18681
13 H 0.85011 -1.78937 0.26826
14 H -0.78777 -1.63202 0.48562
15 H -0.58060 -0.03349 2.30761
16 H 0.90709 -0.94665 2.60898

Forces on atoms 1 to 6 (eV/Å):
C -2.31 1.40 -0.53
C 1.04 0.13 0.03
C -4.88 2.42 -2.53
N 0.67 -2.13 1.75
C 0.03 -0.39 1.32
S -1.40 -1.63 0.48

Record 10
This record from the Open Molecules 2025 dataset describes 2 unconnected molecules or ions with the total composition C4H10O. The level of theory is wB97M-V/def2-TZVPD.

## Properties
Structure (SMILES): C=C(C)CO.[H][H]
HOMO level (eV): -9.311
HOMO-LUMO gap (eV): 10.212
Charge: 0

Atoms and positions in Å:
1 C 1.22139 -0.96681 0.16368
2 C 0.15166 -0.19956 0.35849
3 C 0.21511 1.16304 0.99303
4 C -1.22675 -0.63437 -0.06623
5 O -1.21632 -1.97766 -0.49231
6 H 1.12875 -1.94777 -0.29025
7 H 2.21298 -0.63789 0.46619
8 H 1.25042 1.47847 1.14871
9 H -0.27838 1.91398 0.36301
10 H -0.29488 1.17166 1.96573
11 H -1.56345 0.03815 -0.87518
12 H -1.92277 -0.48586 0.77795
13 H -2.09506 -2.19348 -0.82358
14 H 1.19189 1.98434 -1.98202
15 H 1.22542 1.29376 -1.70721

Forces on atoms 1 to 6 (eV/Å):
C -0.12 0.05 0.06
C 0.16 -0.11 -0.02
C -0.02 0.04 0.05
C 0.06 0.38 0.14
O -0.24 -0.15 -0.13
H 0.01 0.14 0.06

Record 11
This record from the Open Molecules 2025 dataset describes 2 unconnected molecules or ions with the total composition C4H10O. The level of theory is wB97M-V/def2-TZVPD.

## Properties
Structure (SMILES): C/C=C/C.O
HOMO level (eV): -8.503
HOMO-LUMO gap (eV): 9.208
Charge: 0

Atoms and positions in Å:
1 C -0.35192 -0.45656 -2.23840
2 C 0.11402 0.00441 -0.80701
3 C -0.14653 1.24449 -0.30757
4 C 0.13928 1.54938 1.14382
5 H -1.12393 0.07909 -2.67797
6 H 0.59168 -0.56891 -2.86858
7 H -0.54072 -1.54942 -1.96800
8 H 0.84425 -0.59339 -0.37618
9 H -0.70488 1.96153 -0.85668
10 H -0.20237 0.58785 1.65889
11 H -0.33356 2.43482 1.70039
12 H 1.20957 1.69817 1.35455
13 O 0.22843 -1.75826 1.62916
14 H -0.28621 -2.58133 1.67202
15 H 0.18966 -1.45266 2.58327

Forces on atoms 1 to 6 (eV/Å):
C 4.01 -2.86 2.94
C -1.45 3.78 -2.78
C 0.15 -1.88 0.44
C -0.12 -0.49 1.76
H -1.37 0.79 -0.73
H -1.31 0.54 0.37

Record 12
This record from the Open Molecules 2025 dataset describes C4H10O in the gas phase. The level of theory is wB97M-V/def2-TZVPD.

## Properties
Structure (SMILES): CC[C@@H](C)O
HOMO level (eV): -9.601
HOMO-LUMO gap (eV): 10.528
Charge: 0

Atoms and positions in Å:
1 C -0.33832 0.97347 -1.67714
2 C 0.67393 0.57425 -0.60355
3 C 0.48956 -0.70303 0.21392
4 C -0.27920 -0.29996 1.71582
5 O -0.29556 -1.64415 -0.44392
6 H -1.34531 0.78079 -1.29815
7 H -0.25305 0.46922 -2.64921
8 H -0.25289 2.05226 -1.86703
9 H 1.71230 0.85795 -0.83593
10 H 0.37428 1.00204 0.34704
11 H 1.47947 -1.09340 0.49416
12 H 0.10573 0.55194 2.33215
13 H -1.36586 -0.08266 1.63872
14 H -0.18985 -1.16184 2.38662
15 H -0.51522 -2.27689 0.24651

Forces on atoms 1 to 6 (eV/Å):
C -0.11 -0.07 0.13
C -0.38 0.44 1.05
C -0.58 0.24 1.86
C 0.38 -0.70 -0.71
O -0.07 -0.50 0.24
H 0.01 0.05 -0.15

Going through the records in order, we get ΔE to the lowest compared entry with this formula, charge and spin values of 2.3621 2.6532 2.9628 1.6051 2.6253 6.2543 5.4789 1.4942 1.8851 1.8140 1.8279 1.8475 eV.
Going through the records in order, we get max |F| values of 3.663 4.316 5.403 3.456 7.855 7.383 6.355 4.476 6.004 0.411 5.739 2.976 eV Å⁻¹.